Here is a molecular structure, C24H42NOP3Pt at a distorted geometry from the Open Molecules 2025 dataset. Energies are from the ωB97M-V functional and the def2-TZVPD basis.

```
72
Properties=species:S:1:pos:R:3
Pt 0.2348 0.5430 -0.3486
P 1.9860 -0.7139 0.6608
P 1.2144 2.6260 -0.1223
P -1.1264 -1.3504 -0.6716
H -0.9891 1.8624 -1.9965
C -0.7236 1.1602 -2.7961
C -1.0259 1.8215 -4.1052
H -1.3803 2.8575 -4.0078
C 3.0505 -1.5178 -0.5593
C 3.1809 0.1779 1.7175
C 1.4866 -2.0771 1.7670
C 0.1613 3.9694 -0.7708
C 1.5348 3.1945 1.5828
C 2.7834 2.8024 -1.0441
C -2.6372 -1.0950 -1.6796
C -1.8497 -2.1003 0.8475
C -0.3171 -2.7743 -1.5019
H 0.3252 0.8206 -2.7917
H -0.2241 1.7076 -4.8486
H 3.8582 -2.0271 -0.0195
H 3.4737 -0.7632 -1.2301
H 2.4819 -2.2454 -1.1445
H 3.9472 -0.5460 2.0411
H 2.6708 0.5733 2.6062
H 3.6739 0.9987 1.1800
H 2.3813 -2.6758 1.9951
H 0.7251 -2.7320 1.3297
H 1.1018 -1.6517 2.7024
H 0.6202 4.9421 -0.5386
H -0.8381 3.9323 -0.3142
H 0.0873 3.8285 -1.8563
H 2.6158 3.2091 1.7755
H 1.0281 2.5557 2.3163
H 1.1322 4.2143 1.6641
H 3.2755 3.7486 -0.7691
H 2.5716 2.8061 -2.1239
H 3.4514 1.9615 -0.8131
H -3.4535 -1.7087 -1.2783
H -2.4487 -1.3933 -2.7199
H -2.9488 -0.0448 -1.6525
H -2.9112 -2.2900 0.6446
H -1.7809 -1.4219 1.7026
H -1.3642 -3.0520 1.0920
H -1.0592 -3.5690 -1.6693
H 0.5022 -3.1848 -0.8990
H 0.0778 -2.4553 -2.4749
C -2.0990 -0.1314 -5.2607
C -0.9679 -0.9452 -5.0232
C -0.8886 -2.2048 -5.6131
C -1.9187 -2.6587 -6.4382
C -3.0692 -1.8865 -6.6065
C -3.1992 -0.6517 -5.9764
O -2.2610 1.0926 -4.6523
H -1.4837 0.3891 -2.9800
H -0.1823 -0.5774 -4.3591
H -0.0106 -2.8123 -5.3966
H -1.8289 -3.6354 -6.9104
H -3.8932 -2.2720 -7.2019
H -4.1125 -0.0612 -6.0238
N -0.7159 0.7803 1.4322
C -1.1728 0.9340 2.4991
C -1.7031 1.0028 3.8079
C -3.0629 1.2930 4.0194
C -3.5792 1.2841 5.3113
C -2.7569 0.9988 6.4075
C -1.3986 0.7236 6.1994
C -0.8680 0.7274 4.9093
H -3.7003 1.5039 3.1628
H -4.6351 1.4946 5.4752
H -3.1646 0.9867 7.4225
H -0.7464 0.4944 7.0476
H 0.1898 0.5020 4.7374
```

Its energy relative to the best compared isomer or geometry (same formula, charge and spin) is 0.000 eV. Its HOMO-LUMO gap (alpha / beta) is 5.61 / 4.26 eV. As for the net charge: +4. As for the multiplicity: 5.

Here is 2 unconnected molecules or ions with the total composition C20H25F12NO5S at a distorted geometry from the Open Molecules 2025 dataset. Energies are from the ωB97M-V functional and the def2-TZVPD basis.

```
64
Properties=species:S:1:pos:R:3
C 0.6794 -0.6613 3.2650
O 2.0596 -0.2831 3.2706
C 2.8848 -1.3167 2.6979
C 2.7879 -1.2959 1.1144
C 4.2289 -1.4254 0.4324
C 4.8908 -0.0152 0.1779
C 4.0829 0.8366 -0.8770
C 4.1806 2.3890 -0.5637
C 3.1862 2.8018 0.5558
C 3.6318 3.0291 1.9669
C 2.6256 3.4149 2.9653
N 1.2927 3.5943 2.6379
C 0.8099 3.4286 1.3367
S -0.9308 3.7002 0.8412
O -1.0721 3.2874 -0.5486
O -1.1444 5.1527 0.8923
C -2.1510 2.9139 2.0162
F -1.4415 2.3124 3.0425
F -2.8472 3.9594 2.6009
C -3.2380 1.9865 1.3344
F -3.7985 2.6851 0.3021
F -4.2508 1.8114 2.2778
C -2.7369 0.5406 0.9643
F -1.6805 0.5319 0.0716
F -2.2871 -0.1649 2.0786
C -3.8579 -0.3976 0.3104
F -4.4531 0.1593 -0.7729
F -3.1552 -1.5014 -0.1468
F -4.7217 -0.8647 1.2528
C 1.7399 3.0258 0.2876
H 0.3339 -1.0315 2.2592
H 0.4118 -1.4281 4.0484
H 0.0778 0.2643 3.5016
H 3.9574 -1.0754 2.9716
H 2.6503 -2.3327 3.1410
H 2.3368 -0.3108 0.8219
H 2.0982 -2.1211 0.7958
H 4.8726 -1.9968 1.1585
H 4.1934 -2.0144 -0.5249
H 5.0488 0.5211 1.1638
H 5.9129 -0.1970 -0.2656
H 2.9878 0.5816 -0.9266
H 4.5269 0.6749 -1.9033
H 5.2521 2.6380 -0.3104
H 3.9289 2.9864 -1.4909
H 4.6983 2.9202 2.2688
H 2.9516 3.5693 4.0179
H 0.6512 3.8846 3.3783
H 1.4057 2.8698 -0.7708
C -3.5838 -2.0779 -2.8590
C -2.4420 -2.5335 -3.7544
O -2.3668 -3.9325 -3.9237
C -3.2508 -4.5712 -4.8932
O -3.1850 -3.9915 -6.0633
C -4.7212 -4.7356 -4.3703
F -4.7414 -5.0347 -3.0404
F -5.3433 -5.7697 -4.9806
F -5.5145 -3.6585 -4.5294
H -3.7103 -2.7473 -2.0086
H -3.3944 -1.0674 -2.4927
H -4.5255 -2.0446 -3.4039
H -1.5062 -2.2584 -3.2532
H -2.4410 -1.9974 -4.7085
H -2.8848 -5.6166 -4.8376
```

Its energy relative to the best compared isomer or geometry (same formula, charge and spin) is 0.000 eV. Its HOMO-LUMO gap is 0.78 eV.

Here is a single C2H4N2O molecule at a distorted geometry from the Open Molecules 2025 dataset. Energies are from the ωB97M-V functional and the def2-TZVPD basis.

```
9
Properties=species:S:1:pos:R:3
C 0.4792 1.5906 -0.1157
N -0.5681 0.9362 0.0194
C -0.7314 -0.3935 -0.3288
N -0.1000 -1.3616 0.6724
O -1.3855 -0.8818 -1.1740
H 0.5969 2.5615 0.5024
H 1.1749 1.1669 -0.8256
H 0.9614 -1.3342 0.7903
H -0.4275 -2.2841 0.4596
```

Its energy relative to the best compared isomer or geometry (same formula, charge and spin) is 1.132 eV. Its HOMO-LUMO gap is 10.31 eV.

Here is a single C8H11BrO2 molecule at a distorted geometry from the Open Molecules 2025 dataset. Energies are from the ωB97M-V functional and the def2-TZVPD basis.

```
22
Properties=species:S:1:pos:R:3
C 0.6574 0.0690 -2.2139
C 0.9239 1.0198 -1.3032
O 0.1288 2.1469 -1.2029
C 2.0041 0.8276 -0.3320
C 2.1011 -0.2658 0.4675
C 0.9890 -1.2471 0.8819
C -0.4509 -0.9978 0.5697
O -1.0305 -1.8170 -0.3624
C -1.1841 -0.1002 1.2241
C -2.6069 0.2417 0.9039
Br -0.5086 1.0558 2.5467
H 1.3876 -0.7200 -2.2649
H 0.1426 0.2840 -3.1402
H -0.0370 2.3082 -0.2709
H 2.9245 1.2989 -0.4945
H 2.9480 -0.4614 1.0644
H 1.1935 -2.1756 0.2238
H 1.0545 -1.4157 2.0053
H -1.8158 -1.3464 -0.7276
H -3.3369 -0.4793 1.0992
H -2.7506 0.5211 -0.1728
H -2.7338 1.2532 1.4988
```

Its energy relative to the best compared isomer or geometry (same formula, charge and spin) is 0.802 eV. Its HOMO-LUMO gap is 9.25 eV.

Record order is preserved below.
Energy: -60177.130 -76309.259 -7165.348 -82609.020 eV